72
Properties=species:S:1:pos:R:3:lowdin_charge:R:1 method="wB97M-V/def2-TZVPD" homo_energy_ev=-14.04 lumo_ha=-0.282 homo_lumo_gap_ev=6.367 total_charge=+2
Ti -0.17 -0.32 0.35 1.144
C 2.03 1.14 3.95 0.026
O 2.54 -0.18 3.53 0.110
C 1.86 -0.51 2.47 -0.307
N 1.01 0.34 1.98 0.062
C 1.16 1.60 2.76 -0.192
C 1.79 2.70 1.95 -0.221
C 1.55 4.02 2.34 -0.037
C 2.16 5.06 1.66 -0.049
C 3.00 4.80 0.59 -0.051
C 3.25 3.49 0.21 -0.051
C 2.65 2.44 0.89 -0.044
C 2.05 -1.81 1.83 -0.133
C 2.85 -2.86 2.25 0.084
C 2.82 -4.03 1.50 0.042
C 2.00 -4.14 0.39 0.085
C 1.24 -3.03 0.05 -0.125
N 1.29 -1.90 0.74 0.071
C 0.26 -2.91 -1.05 -0.328
N -0.38 -1.81 -1.23 0.077
C -1.10 -1.97 -2.54 -0.191
C -1.12 -3.51 -2.67 0.017
O 0.03 -3.92 -1.84 0.100
C -0.37 -1.31 -3.68 -0.227
C 1.01 -1.22 -3.72 -0.040
C 1.64 -0.70 -4.84 -0.051
C 0.89 -0.27 -5.93 -0.052
C -0.50 -0.37 -5.89 -0.045
C -1.13 -0.88 -4.77 -0.037
H 2.90 1.77 4.13 0.151
H 1.48 0.96 4.88 0.146
H 0.18 1.91 3.12 0.143
H 0.88 4.23 3.16 0.127
H 1.96 6.08 1.97 0.119
H 3.47 5.62 0.06 0.118
H 3.91 3.29 -0.62 0.117
H 2.87 1.43 0.58 0.110
H 3.46 -2.75 3.13 0.146
H 3.43 -4.88 1.80 0.139
H 1.94 -5.04 -0.20 0.146
H -2.11 -1.58 -2.44 0.151
H -0.92 -3.85 -3.68 0.152
H -1.99 -3.99 -2.24 0.145
H 1.62 -1.54 -2.88 0.111
H 2.72 -0.62 -4.87 0.113
H 1.38 0.13 -6.80 0.116
H -1.09 -0.03 -6.73 0.118
H -2.21 -0.93 -4.73 0.127
C -2.78 1.34 2.58 -0.202
Ge -3.17 -0.43 1.87 0.785
C -4.22 -0.45 0.24 -0.191
C -4.05 -1.48 3.24 -0.201
C -1.40 -1.38 1.54 -0.305
H -3.70 1.93 2.58 0.040
H -2.04 1.92 2.01 -0.002
H -2.44 1.25 3.61 0.030
H -4.88 0.42 0.23 0.040
H -4.84 -1.34 0.23 0.033
H -3.63 -0.42 -0.67 0.000
H -4.99 -1.00 3.49 0.039
H -3.45 -1.54 4.15 0.030
H -4.26 -2.49 2.89 0.032
H -1.67 -2.35 1.11 0.033
H -0.95 -1.54 2.53 0.031
F 0.13 3.90 -2.04 0.190
C -0.69 3.35 -1.17 -0.668
F -1.92 3.80 -1.32 0.199
F -0.28 3.56 0.06 0.176
S -0.71 1.54 -1.57 0.661
O -1.43 1.40 -2.77 -0.161
O 0.64 0.98 -1.41 -0.307
O -1.43 0.91 -0.33 -0.416

=====

55
Properties=species:S:1:pos:R:3:lowdin_charge:R:1 method="wB97M-V/def2-TZVPD" homo_energy_ev=-8.30 lumo_ha=0.022 homo_lumo_gap_ev=8.904 smiles="CSCC[C@H](NS(=O)(=O)c1ccc2c(c1)OCCO2)C(=O)NCCc1ccccn1" relative_energy_kj_mol=2.6
C 0.29 0.59 4.66 -0.406
H 0.06 0.73 5.72 0.023
H 0.25 -0.47 4.42 0.025
H 1.26 1.00 4.42 0.037
S -0.98 1.48 3.73 0.783
C -0.19 1.53 2.09 -0.502
C -0.15 0.17 1.42 -0.209
H -1.17 -0.22 1.32 0.114
H 0.44 -0.52 2.01 0.103
C 0.47 0.27 0.02 -0.282
N 0.22 -0.95 -0.73 -0.086
S -0.34 -0.74 -2.27 0.669
O -0.35 -2.03 -2.90 -0.277
O 0.38 0.32 -2.94 -0.311
C -2.00 -0.19 -1.92 -0.282
C -2.32 1.14 -2.05 0.029
C -3.59 1.58 -1.68 -0.185
C -4.53 0.65 -1.20 -0.190
C -4.17 -0.69 -1.07 0.026
C -2.90 -1.11 -1.41 -0.054
H -2.60 -2.14 -1.32 0.119
H -4.91 -1.37 -0.69 0.126
O -5.80 1.01 -0.88 -0.015
C -6.16 2.30 -1.33 -0.141
C -5.03 3.29 -1.05 -0.142
H -5.29 4.30 -1.39 0.135
O -3.88 2.91 -1.77 -0.017
H -4.82 3.31 0.02 0.141
H -7.07 2.57 -0.79 0.134
H -6.37 2.27 -2.41 0.141
H -1.61 1.85 -2.45 0.130
H 0.98 -1.63 -0.66 0.068
C 1.99 0.49 0.10 -0.458
O 2.62 0.51 1.14 0.074
N 2.54 0.64 -1.13 0.078
H 1.92 0.56 -1.93 0.091
C 3.94 0.37 -1.36 -0.152
H 4.26 0.95 -2.23 0.121
H 4.49 0.69 -0.48 0.123
C 4.15 -1.13 -1.61 -0.101
C 3.88 -1.90 -0.35 -0.284
N 2.64 -2.32 -0.14 0.089
C 2.36 -2.95 0.99 -0.126
C 3.30 -3.20 1.97 -0.054
C 4.59 -2.76 1.76 -0.053
C 4.89 -2.10 0.59 -0.014
H 5.89 -1.74 0.39 0.116
H 5.36 -2.92 2.51 0.108
H 3.02 -3.71 2.88 0.102
H 1.33 -3.26 1.10 0.115
H 5.18 -1.30 -1.94 0.115
H 3.47 -1.46 -2.40 0.122
H 0.02 1.10 -0.53 0.139
H 0.82 1.92 2.23 0.073
H -0.77 2.24 1.51 0.073